C42H37Cl2DyN11O5S2 | wB97M-V/def2-TZVPD

Each line ends with the Mulliken charge.
Element x y z (Å)
Dy1 -0.785 0.896 0.335  -0.12
N1 2.134 6.367 -3.830  -0.61
C1 0.914 5.995 -3.272  0.29
C2 0.149 4.978 -3.850  -0.52
C3 -0.957 4.472 -3.236  -0.18
C4 -1.496 5.085 -2.138  -0.75
C5 -0.893 6.220 -1.705  0.06
C6 0.285 6.713 -2.300  -0.78
S1 -2.661 4.303 -1.072  1.38
O1 -3.384 3.343 -1.856  -0.72
O2 -3.484 5.285 -0.415  -0.80
N2 -1.727 3.475 -0.103  -0.01
C7 -0.724 3.889 0.686  0.18
N3 -0.426 5.204 0.927  -0.37
C8 0.526 5.471 1.762  -0.33
C9 1.442 4.459 2.165  -1.10
C10 1.079 3.142 1.930  0.23
N4 0.009 2.876 1.278  0.30
H1 2.667 5.595 -4.297  0.37
H2 2.721 6.891 -3.158  0.23
H3 0.566 4.461 -4.762  0.49
H4 -1.440 3.571 -3.601  0.35
H5 -1.272 6.744 -0.753  0.31
H6 0.754 7.581 -1.942  0.38
H7 0.696 6.519 1.952  0.46
H8 2.298 4.848 2.714  0.37
H9 1.739 2.379 2.305  0.56
Cl1 -0.087 -1.842 4.983  -0.28
C11 -1.442 -0.824 4.601  0.23
C12 -2.444 -0.780 5.561  -0.81
C13 -3.560 -0.057 5.296  0.36
Cl2 -4.756 0.169 6.533  -0.28
C14 -3.680 0.704 4.090  0.14
C15 -4.722 1.589 3.828  -0.45
C16 -4.794 2.365 2.676  -1.52
C17 -3.834 2.016 1.741  -0.08
N5 -2.837 1.159 1.873  0.41
C18 -2.669 0.500 3.118  0.64
C19 -1.470 -0.274 3.315  -0.57
O3 -0.584 -0.384 2.393  0.38
H10 -2.346 -1.304 6.515  0.42
H11 -5.634 1.564 4.484  0.28
H12 -5.530 3.175 2.578  0.47
H13 -3.973 2.335 0.708  0.41
O4 1.569 0.668 0.714  -0.32
C20 2.285 -0.372 0.667  0.05
C21 3.257 -0.617 -0.431  -0.18
C22 4.602 -0.153 0.093  -1.10
C23 4.815 -0.438 1.595  -0.68
C24 4.666 -1.971 1.886  -0.74
C25 3.130 -2.407 1.787  -0.69
N6 2.212 -1.247 1.656  0.53
H14 2.992 -0.147 -1.369  0.27
H15 3.280 -1.636 -0.640  0.04
H16 4.706 0.918 -0.090  0.35
H17 5.314 -0.640 -0.504  0.55
H18 4.194 0.135 2.245  0.30
H19 5.876 -0.187 1.804  0.43
H20 5.070 -2.358 2.815  0.33
H21 5.218 -2.526 1.087  0.37
H22 2.854 -2.918 2.677  0.58
H23 2.921 -3.002 0.920  0.10
H24 1.410 -1.111 2.309  0.00
N7 -3.398 -1.368 0.742  0.00
C26 -3.638 -0.790 -0.461  0.57
C27 -4.792 -1.078 -1.154  -1.27
C28 -4.886 -0.596 -2.431  -0.39
C29 -3.836 0.165 -3.001  -0.82
C30 -2.818 0.556 -2.177  0.17
N8 -2.743 0.109 -0.926  0.89
H25 -4.031 -2.034 1.053  0.22
H26 -2.470 -1.733 0.938  0.07
H27 -5.568 -1.658 -0.717  0.47
H28 -5.745 -0.774 -3.055  0.40
H29 -3.957 0.396 -4.047  0.46
H30 -1.918 1.160 -2.557  -0.29
N9 0.230 1.499 -1.796  -0.13
C31 1.058 1.664 -2.600  0.54
N10 1.965 1.648 -3.523  -0.82
C32 2.641 2.730 -3.911  0.52
N11 3.194 3.610 -4.374  -0.70
C33 2.528 -10.356 -0.984  -1.06
C34 2.478 -8.876 -1.085  0.73
O5 3.067 -8.211 -0.269  -0.53
S2 1.412 -8.210 -2.397  -0.20
C35 1.132 -6.573 -1.765  -0.02
C36 0.227 -6.229 -0.815  -0.27
C37 -0.017 -4.896 -0.530  -0.27
C38 0.585 -3.899 -1.165  0.18
C39 1.642 -4.221 -2.033  -0.53
C40 1.853 -5.536 -2.378  -0.61
C41 0.151 -2.587 -0.794  0.19
C42 -0.303 -1.553 -0.331  -0.75
H31 1.918 -10.840 -0.271  0.28
H32 3.537 -10.669 -0.808  0.30
H33 2.236 -10.709 -1.978  0.32
H34 -0.353 -6.947 -0.244  0.38
H35 -0.761 -4.680 0.206  0.49
H36 1.954 -3.463 -2.722  0.47
H37 2.686 -5.917 -2.921  0.40

Properties
* charge: -1
* maximum force: 0.0743 hartree/bohr
* orbital gap (spin up / spin down): 7.5 / 7.5 eV
* lowest unoccupied orbital energy (spin up / spin down): 1.95 / 1.96 eV
* 2S+1: 6
* HOMO level (spin up / spin down): -5.53 / -5.54 eV
* energy above the lowest of the compared OMol25 structures with the same formula, charge and spin: 25.7 kcal/mol

---

C2H7N4O | wB97M-V/def2-TZVPD

Each line ends with the Mulliken charge.
Element x y z (Å)
C1 -1.664 0.320 0.137  0.07
C2 2.145 0.891 -0.619  -0.29
N1 1.682 -1.105 0.647  -0.14
N2 -1.529 -0.308 1.300  -0.26
N3 1.861 -0.124 0.023  0.40
N4 -1.234 -0.215 -0.952  -0.26
O1 0.690 -1.868 0.573  -0.51
H1 2.129 1.851 -0.064  0.26
H2 -1.935 1.347 0.057  0.39
H3 2.850 0.947 -1.425  0.30
H4 -1.617 0.253 2.127  0.27
H5 -0.998 -1.088 1.083  0.25
H6 -0.968 -1.175 -1.042  0.25
H7 -1.411 0.275 -1.845  0.27

Properties
* charge: +1
* maximum force: 0.0804 hartree/bohr
* orbital gap (spin up / spin down): 9.7 / 9.7 eV
* lowest unoccupied orbital energy (spin up / spin down): -3.73 / -3.73 eV
* HOMO level (spin up / spin down): -13.42 / -13.42 eV
* energy above the lowest of the compared OMol25 structures with the same formula, charge and spin: 106.1 kcal/mol

---

C22H34N2O7Si3Sr | wB97M-V/def2-TZVPD

Each line ends with the Mulliken charge.
Element x y z (Å)
Sr1 -1.182 0.016 0.651  1.72
N1 -2.253 0.595 3.171  -0.16
C1 -1.769 1.628 4.154  -0.74
C2 -1.672 3.079 3.557  -0.72
C3 -0.716 3.130 2.383  0.09
O1 -0.056 4.204 2.339  -0.74
O2 -0.628 2.255 1.467  -0.20
H1 -3.149 0.846 2.700  0.16
H2 -2.508 -0.241 3.724  0.15
H3 -0.750 1.258 4.526  0.27
H4 -2.429 1.633 5.063  0.34
H5 -1.322 3.715 4.356  0.27
H6 -2.624 3.493 3.203  0.24
C4 4.209 1.509 -0.151  -1.27
Si1 2.359 1.559 0.322  0.49
C5 2.338 1.863 2.171  -1.02
C6 1.716 3.263 -0.351  -1.47
C7 1.447 0.100 -0.540  1.35
Si2 0.863 0.381 -2.281  0.41
C8 2.386 0.674 -3.492  -1.20
C9 -0.156 1.855 -2.773  -1.30
C10 -0.185 -0.938 -3.119  -1.03
Si3 2.073 -1.525 0.002  -0.71
C11 3.319 -2.220 -1.129  -1.08
C12 2.952 -1.609 1.660  -1.14
C13 0.673 -2.730 -0.100  0.79
C14 0.844 -4.055 -0.604  -0.43
C15 -0.098 -5.067 -0.360  -0.40
C16 -1.269 -4.714 0.376  -0.77
C17 -1.444 -3.391 0.813  -0.58
N2 -0.462 -2.439 0.594  0.10
H7 4.838 1.826 0.648  0.46
H8 4.357 2.097 -1.081  0.29
H9 4.531 0.528 -0.453  0.25
H10 2.259 2.967 2.254  0.36
H11 3.225 1.452 2.717  0.41
H12 1.457 1.484 2.756  -0.03
H13 2.232 4.060 0.234  0.36
H14 0.676 3.390 -0.188  0.33
H15 1.957 3.446 -1.406  0.40
H16 2.027 1.283 -4.314  0.36
H17 2.674 -0.288 -3.915  0.31
H18 3.271 1.087 -2.986  0.20
H19 -0.907 2.115 -2.012  0.15
H20 -0.633 1.621 -3.762  0.41
H21 0.448 2.741 -2.829  0.44
H22 0.321 -1.914 -3.293  0.32
H23 -0.479 -0.523 -4.065  0.51
H24 -1.085 -1.041 -2.484  0.05
H25 4.206 -1.497 -1.149  0.14
H26 2.975 -2.303 -2.180  0.31
H27 3.759 -3.211 -0.889  0.36
H28 3.747 -0.830 1.862  0.27
H29 3.487 -2.592 1.783  0.30
H30 2.303 -1.511 2.488  0.37
H31 1.769 -4.341 -1.087  0.32
H32 0.084 -6.033 -0.749  0.47
H33 -2.140 -5.416 0.430  0.28
H34 -2.298 -2.959 1.354  0.42
O3 -7.119 -0.808 -2.148  -0.67
C18 -6.108 -0.461 -1.560  0.46
C19 -5.800 -0.838 -0.143  0.06
O4 -6.565 -1.269 0.692  -0.72
C20 -4.378 -0.559 0.006  0.54
C21 -3.779 -0.026 -1.146  0.39
O5 -2.558 0.325 -1.268  -0.40
C22 -4.828 0.142 -2.153  -0.29
O6 -4.803 0.604 -3.304  -0.73
O7 -3.631 -0.873 1.010  -0.85

Properties
* charge: -2
* maximum force: 0.0640 hartree/bohr
* orbital gap (spin up / spin down): 5.8 / 5.8 eV
* lowest unoccupied orbital energy (spin up / spin down): 4.09 / 4.09 eV
* HOMO level (spin up / spin down): -1.73 / -1.73 eV
* energy above the lowest of the compared OMol25 structures with the same formula, charge and spin: 0.0 kcal/mol

---

C3H7N2O | wB97M-V/def2-TZVPD

Each line ends with the Mulliken charge.
Element x y z (Å)
C1 -0.917 -1.306 0.012  -1.09
C2 -1.262 -0.158 0.828  0.17
N1 -0.425 0.861 0.872  -0.05
C3 0.738 1.104 0.141  -0.20
N2 1.122 0.470 -0.884  -0.15
O1 2.296 0.726 -1.471  -0.31
H1 -0.991 -1.204 -1.162  0.33
H2 -1.549 -2.160 0.124  0.35
H3 0.184 -1.738 0.101  0.31
H4 -2.103 -0.125 1.450  0.49
H5 -0.737 1.640 1.565  0.35
H6 1.429 1.908 0.446  0.39
H7 2.214 -0.018 -2.023  0.41

Properties
* charge: +1
* maximum force: 0.0762 hartree/bohr
* orbital gap: 9.1 eV
* lowest unoccupied orbital energy: -5.69 eV
* HOMO level: -14.81 eV
* energy above the lowest of the compared OMol25 structures with the same formula, charge and spin: 93.8 kcal/mol
* SMILES string: C/C=[NH+]\C=N\O